Here is a cluster of 2 separate species, C4H9P in total at a distorted geometry from the Open Molecules 2025 dataset. Energies are from ωB97M-V/def2-TZVPD.

Cartesian coordinates (Å):
C1 0.24 0.19 -1.90
C2 -0.37 -0.14 -0.56
C3 -0.95 0.29 0.51
C4 -0.38 -1.14 0.52
H1 -0.40 0.88 -2.42
H2 0.43 -0.69 -2.44
H3 1.10 0.65 -1.46
H4 -1.31 1.05 1.10
H5 0.67 -1.28 0.91
H6 -0.95 -2.00 0.66
P1 1.68 1.43 1.48
H7 0.57 2.50 1.12
H8 0.93 0.86 2.49
H9 2.55 2.22 2.46

energy relative to the best compared isomer or geometry (same formula, charge and spin) = 280.49 kJ/mol
HOMO level = -0.3299 Eh
Kohn-Sham gap = 9.97 eV
SMILES = CC1=CC1.P
total charge = 0
2S+1 = 1
calculated total energy = -498.9967 a.u.
E_LUMO = 0.99 eV

***

Here is a cluster of 2 separate species, C4H9S in total at a distorted geometry from the Open Molecules 2025 dataset. Energies are from ωB97M-V/def2-TZVPD.

Cartesian coordinates (Å):
C1 -0.10 2.75 1.07
S1 -1.17 1.25 0.90
H1 0.23 3.06 2.05
H2 -0.57 3.62 0.65
H3 0.83 2.48 0.53
C2 0.70 -0.65 -0.97
C3 0.07 -1.95 -0.94
C4 -0.56 -2.38 0.20
H4 1.43 -0.56 -0.16
H5 -0.04 0.08 -0.90
H6 1.13 -0.44 -1.94
H7 -0.20 -2.32 -1.94
H8 -1.25 -3.25 0.39
H9 -0.51 -1.69 1.04

energy relative to the best compared isomer or geometry (same formula, charge and spin) = 133.25 kJ/mol
HOMO level = -0.0786 Eh
Kohn-Sham gap = 6.34 eV
total charge = -1
2S+1 = 1
calculated total energy = -555.9536 a.u.
E_LUMO = 4.20 eV

***

Here is a structure of composition C4HCoLiO4 at a distorted geometry from the Open Molecules 2025 dataset. Energies are from ωB97M-V/def2-TZVPD.

Cartesian coordinates (Å):
O1 -1.88 -0.19 -1.84
C1 -2.25 -0.90 -2.64
C2 1.34 0.83 -0.13
C3 1.39 0.55 -1.32
H1 1.44 0.64 -2.39
Li1 -1.07 1.18 -0.49
O2 1.62 -0.20 0.77
C4 0.51 -0.53 1.45
O3 0.60 -1.15 2.51
O4 -0.49 0.22 1.20
Co1 -1.21 -0.45 2.89

energy relative to the best compared isomer or geometry (same formula, charge and spin) = 0.00 kJ/mol
HOMO level (alpha / beta) = -0.8672 / -0.8671 Eh
Kohn-Sham gap (alpha / beta) = 7.33 / 4.78 eV
total charge = +3
2S+1 = 5
calculated total energy = -1842.7849 a.u.
E_LUMO (alpha / beta) = -16.27 / -18.82 eV

***

Here is the molecule C4HNS at a distorted geometry from the Open Molecules 2025 dataset. Energies are from ωB97M-V/def2-TZVPD.

Cartesian coordinates (Å):
N1 -1.45 -3.07 -0.46
C1 -0.98 -2.03 -0.18
C2 -0.27 -0.88 0.01
C3 0.17 0.24 -0.17
C4 0.83 1.54 -0.03
S1 -0.15 2.47 0.97
H1 1.84 1.73 -0.13

energy relative to the best compared isomer or geometry (same formula, charge and spin) = 72.25 kJ/mol
HOMO level = -0.3535 Eh
Kohn-Sham gap = 7.45 eV
SMILES = N#CC#CC=S
total charge = 0
2S+1 = 1
calculated total energy = -605.8317 a.u.
E_LUMO = -2.17 eV

***

Here is the molecule C4N2 at a distorted geometry from the Open Molecules 2025 dataset. Energies are from ωB97M-V/def2-TZVPD.

Cartesian coordinates (Å):
N1 0.24 -1.27 2.89
C1 0.11 -0.69 1.88
C2 -0.11 -0.17 0.58
C3 -0.03 0.43 -0.46
C4 -0.05 0.81 -1.83
N2 -0.16 0.91 -3.05

energy relative to the best compared isomer or geometry (same formula, charge and spin) = 57.04 kJ/mol
HOMO level = -0.4249 Eh
Kohn-Sham gap = 10.32 eV
SMILES = N#CC#CC#N
total charge = 0
2S+1 = 1
calculated total energy = -261.8167 a.u.
E_LUMO = -1.24 eV

***

Here is the ion C4NO3 with charge -1 at a distorted geometry from the Open Molecules 2025 dataset. Energies are from ωB97M-V/def2-TZVPD.

Cartesian coordinates (Å):
N1 -1.18 2.42 0.01
C1 -0.52 1.47 -0.01
C2 0.21 0.32 -0.04
C3 1.54 0.08 -0.01
O1 2.74 -0.24 0.00
C4 -0.77 -1.12 0.01
O2 -1.03 -1.48 -1.11
O3 -0.99 -1.43 1.14

energy relative to the best compared isomer or geometry (same formula, charge and spin) = 0.07 kJ/mol
HOMO level = -0.1807 Eh
Kohn-Sham gap = 8.68 eV
SMILES = N#CC(=C=O)C(=O)[O-]
total charge = -1
2S+1 = 1
calculated total energy = -432.9451 a.u.
E_LUMO = 3.76 eV

***

Here is a cluster of 12 separate species, C50H101N5O21 in total at a distorted geometry from the Open Molecules 2025 dataset. Energies are from ωB97M-V/def2-TZVPD.

Cartesian coordinates (Å):
C1 -5.82 3.14 -0.07
O1 -6.47 2.01 0.60
C2 -6.42 0.79 -0.06
O2 -6.04 0.58 -1.18
O3 -6.96 -0.12 0.72
C3 -6.95 -1.44 0.13
H1 -5.39 3.70 0.77
H2 -6.59 3.82 -0.49
H3 -5.05 2.94 -0.79
H4 -7.28 -1.35 -0.87
H5 -7.49 -2.05 0.84
H6 -5.91 -1.77 0.10
C4 -2.55 5.21 1.10
O4 -3.02 6.54 1.39
C5 -3.88 6.63 2.38
O5 -4.08 5.85 3.28
O6 -4.63 7.82 2.25
C6 -5.51 8.09 3.34
H7 -1.49 5.21 1.43
H8 -2.58 5.12 0.05
H9 -3.23 4.49 1.59
H10 -4.98 8.14 4.28
H11 -6.31 7.33 3.35
H12 -6.00 9.07 3.14
C7 -0.09 -2.09 3.39
O7 -0.32 -2.49 1.98
C8 0.07 -3.69 1.53
O8 -0.25 -4.06 0.42
O9 0.79 -4.37 2.38
C9 1.04 -5.75 2.01
H13 -0.97 -1.50 3.66
H14 0.80 -1.50 3.52
H15 -0.11 -2.94 4.07
H16 1.43 -6.31 2.89
H17 1.76 -5.72 1.12
H18 0.14 -6.18 1.67
C10 -3.50 -0.54 -2.49
O10 -3.42 -1.18 -1.19
C11 -3.29 -2.50 -1.24
O11 -3.01 -3.13 -2.21
O12 -3.64 -3.11 -0.10
C12 -3.61 -4.58 -0.14
H19 -3.41 0.51 -2.18
H20 -4.48 -0.71 -2.90
H21 -2.78 -0.97 -3.17
H22 -4.16 -4.90 -1.09
H23 -4.15 -4.86 0.74
H24 -2.64 -4.99 -0.18
C13 7.38 -4.72 -3.17
O13 6.69 -3.51 -3.53
C14 5.22 -3.52 -3.45
C15 4.84 -2.06 -3.36
O14 5.07 -1.70 -1.94
C16 5.26 -0.34 -1.86
C17 4.07 0.56 -1.97
O15 3.60 0.52 -3.33
C18 2.79 1.56 -3.75
H25 7.56 -4.77 -2.10
H26 8.37 -4.64 -3.70
H27 6.90 -5.60 -3.55
H28 4.91 -4.05 -2.51
H29 4.83 -4.07 -4.30
H30 3.80 -1.78 -3.63
H31 5.63 -1.54 -3.91
H32 5.94 -0.06 -2.65
H33 5.76 -0.16 -0.89
H34 4.26 1.59 -1.66
H35 3.36 0.20 -1.26
H36 3.17 2.52 -3.37
H37 1.79 1.54 -3.34
H38 2.82 1.57 -4.83
C19 -3.17 -5.57 5.54
O16 -3.72 -4.81 4.47
C20 -3.79 -3.43 4.79
C21 -4.36 -2.60 3.58
O17 -4.02 -1.29 3.89
C22 -4.12 -0.38 2.82
C23 -3.66 0.97 3.27
O18 -2.27 0.95 3.42
C24 -1.74 2.01 4.21
H39 -3.93 -5.83 6.27
H40 -2.34 -5.01 5.90
H41 -2.85 -6.50 5.00
H42 -2.84 -3.01 5.03
H43 -4.42 -3.21 5.76
H44 -5.49 -2.71 3.49
H45 -3.93 -2.96 2.63
H46 -5.18 -0.32 2.51
H47 -3.55 -0.69 1.94
H48 -4.09 1.13 4.30
H49 -3.96 1.73 2.57
H50 -0.63 2.07 4.13
H51 -1.95 1.88 5.27
H52 -2.05 2.98 3.84
C25 5.73 4.32 0.50
O19 5.33 3.28 1.41
C26 6.26 2.15 1.51
C27 5.54 0.88 1.73
O20 4.76 0.94 2.92
C28 4.68 -0.35 3.61
C29 3.70 -1.20 2.81
O21 4.14 -1.44 1.50
C30 3.36 -2.42 0.82
H53 5.93 3.77 -0.44
H54 6.75 4.70 0.78
H55 4.92 5.09 0.40
H56 7.02 2.42 2.31
H57 6.82 2.08 0.55
H58 6.37 0.16 1.86
H59 4.89 0.67 0.87
H60 4.24 -0.06 4.55
H61 5.68 -0.77 3.74
H62 2.74 -0.69 2.68
H63 3.58 -2.13 3.37
H64 3.39 -3.48 1.28
H65 3.82 -2.42 -0.15
H66 2.29 -2.18 0.83
C31 0.90 -1.85 -2.63
C32 1.11 -2.99 -3.69
C33 0.94 -4.39 -2.98
C34 1.91 -4.65 -1.86
N1 2.65 -4.74 -0.98
H67 1.62 -1.93 -1.84
H68 -0.13 -1.87 -2.24
H69 1.14 -0.88 -3.13
H70 2.07 -2.86 -4.24
H71 0.25 -2.99 -4.38
H72 1.12 -5.20 -3.69
H73 -0.05 -4.42 -2.69
C35 1.63 3.01 5.78
C36 2.35 2.81 4.43
C37 2.84 4.10 3.85
C38 1.76 4.97 3.51
N2 0.96 5.67 3.12
H74 0.63 3.47 5.72
H75 2.25 3.35 6.64
H76 1.38 1.96 6.12
H77 1.76 2.23 3.78
H78 3.31 2.32 4.62
H79 3.31 3.86 2.89
H80 3.50 4.68 4.48
C39 -3.84 4.17 -3.01
C40 -3.29 4.41 -4.41
C41 -2.99 3.21 -5.21
C42 -1.74 2.55 -4.65
N3 -0.72 2.17 -4.25
H81 -4.81 3.78 -2.98
H82 -3.91 5.12 -2.48
H83 -3.19 3.47 -2.42
H84 -2.43 5.13 -4.40
H85 -4.12 4.96 -4.91
H86 -2.91 3.32 -6.28
H87 -3.77 2.50 -4.99
C43 1.22 1.85 0.77
C44 0.51 0.57 1.13
C45 -0.65 0.21 0.25
C46 -1.67 1.29 0.14
N4 -2.54 2.02 0.17
H88 2.05 2.04 1.39
H89 0.46 2.65 0.87
H90 1.61 1.83 -0.30
H91 0.30 0.57 2.20
H92 1.12 -0.32 1.11
H93 -1.14 -0.63 0.67
H94 -0.34 -0.07 -0.74
C47 1.42 -2.86 -7.50
C48 1.36 -1.33 -7.66
C49 1.05 -0.62 -6.37
C50 -0.36 -0.77 -6.08
N5 -1.45 -0.97 -5.82
H95 2.10 -3.11 -6.71
H96 1.68 -3.45 -8.41
H97 0.38 -3.20 -7.21
H98 0.68 -1.03 -8.45
H99 2.40 -1.06 -7.89
H100 1.22 0.44 -6.46
H101 1.64 -0.93 -5.49

HOMO level = -0.3490 Eh
Kohn-Sham gap = 10.06 eV
SMILES = COC(=O)OC.COC(=O)OC.COC(=O)OC.COC(=O)OC.COCCOCCOC.COCCOCCOC.COCCOCCOC.CCCC#N.CCCC#N.CCCC#N.CCCC#N.CCCC#N
total charge = 0
2S+1 = 1
calculated total energy = -3819.2740 a.u.
E_LUMO = 0.56 eV

***

Here is a cluster of 5 separate species, C50H112F6N2P3 in total at a distorted geometry from the Open Molecules 2025 dataset. Energies are from ωB97M-V/def2-TZVPD.

Cartesian coordinates (Å):
P1 0.77 -0.35 0.54
F1 0.60 -2.00 0.56
F2 -0.33 -0.12 -0.69
F3 -0.47 -0.14 1.63
F4 1.23 1.13 0.72
F5 1.81 -0.53 1.81
F6 1.96 -0.56 -0.59
C1 4.02 -4.69 3.76
C2 2.65 -4.34 4.38
C3 1.54 -4.97 3.53
N1 0.09 -4.52 3.90
C4 -0.16 -5.15 5.31
C5 -1.67 -5.16 5.74
C6 -2.59 -5.71 4.63
C7 -2.39 -4.98 3.35
C8 -0.97 -5.07 2.83
C9 0.09 -2.96 3.99
H1 4.24 -5.75 3.89
H2 4.89 -4.28 4.27
H3 4.15 -4.38 2.73
H4 2.51 -3.27 4.49
H5 2.54 -4.74 5.39
H6 1.36 -6.04 3.40
H7 1.74 -4.64 2.51
H8 0.04 -6.22 5.22
H9 0.33 -4.67 6.15
H10 -1.82 -5.73 6.65
H11 -2.04 -4.16 5.97
H12 -2.44 -6.78 4.57
H13 -3.59 -5.51 5.03
H14 -3.10 -5.15 2.54
H15 -2.69 -3.94 3.45
H16 -0.47 -6.01 2.58
H17 -0.98 -4.45 1.93
H18 -0.91 -2.55 4.07
H19 0.51 -2.46 3.12
H20 0.63 -2.49 4.81
C10 8.29 -0.39 -1.87
C11 7.21 0.70 -1.87
C12 6.43 0.95 -0.49
N2 5.51 2.22 -0.54
C13 4.51 2.07 0.69
C14 3.72 3.39 1.05
C15 4.56 4.67 1.09
C16 5.52 4.75 -0.03
C17 6.29 3.51 -0.32
C18 4.67 2.30 -1.90
H21 7.77 -1.29 -1.54
H22 9.03 -0.21 -1.09
H23 8.75 -0.53 -2.85
H24 6.46 0.36 -2.59
H25 7.53 1.65 -2.30
H26 7.11 1.04 0.35
H27 5.66 0.20 -0.30
H28 5.20 1.89 1.52
H29 3.81 1.24 0.59
H30 3.29 3.11 2.02
H31 2.83 3.44 0.43
H32 5.01 4.63 2.08
H33 3.95 5.57 1.14
H34 6.08 5.68 0.11
H35 5.02 4.89 -0.99
H36 6.92 3.41 0.57
H37 6.95 3.51 -1.18
H38 3.83 3.00 -1.90
H39 4.11 1.37 -1.99
H40 5.31 2.55 -2.74
C19 -4.87 7.48 5.00
C20 -3.59 7.57 4.14
C21 -3.47 6.46 3.15
C22 -2.87 5.16 3.76
P2 -2.39 3.74 2.65
C23 -0.99 2.77 3.08
C24 0.34 3.56 2.90
C25 0.55 4.89 3.59
C26 1.95 5.38 3.56
C27 -3.69 2.52 2.77
C28 -5.06 2.87 2.16
C29 -6.16 1.79 2.25
C30 -6.47 1.62 3.78
C31 -2.34 4.16 0.90
C32 -2.02 2.92 0.06
C33 -1.59 3.23 -1.41
C34 -2.74 3.60 -2.35
H41 -5.74 7.37 4.35
H42 -5.25 8.34 5.55
H43 -4.77 6.63 5.66
H44 -2.63 7.54 4.65
H45 -3.61 8.59 3.74
H46 -2.68 6.75 2.46
H47 -4.46 6.37 2.69
H48 -3.56 4.78 4.51
H49 -1.99 5.33 4.36
H50 -0.94 1.79 2.61
H51 -1.15 2.54 4.13
H52 0.67 3.60 1.86
H53 1.09 2.90 3.34
H54 0.08 4.98 4.57
H55 0.08 5.59 2.91
H56 2.10 6.34 4.06
H57 2.28 5.55 2.54
H58 2.56 4.62 4.05
H59 -3.68 2.35 3.85
H60 -3.25 1.66 2.25
H61 -4.84 3.15 1.13
H62 -5.48 3.79 2.57
H63 -5.95 0.89 1.67
H64 -7.07 2.22 1.83
H65 -7.44 1.13 3.87
H66 -6.52 2.61 4.24
H67 -5.70 1.16 4.40
H68 -1.57 4.88 0.61
H69 -3.27 4.56 0.51
H70 -2.89 2.27 0.01
H71 -1.26 2.26 0.48
H72 -0.98 2.39 -1.77
H73 -0.89 4.06 -1.54
H74 -3.62 3.94 -1.81
H75 -3.02 2.69 -2.87
H76 -2.41 4.39 -3.03
C35 4.10 -2.46 -1.97
C36 3.54 -3.18 -3.20
C37 2.02 -3.03 -3.32
C38 1.55 -3.54 -4.68
P3 -0.22 -3.38 -5.00
C39 -0.73 -4.31 -6.55
C40 -2.08 -3.93 -7.09
C41 -2.67 -4.94 -8.09
C42 -4.07 -4.50 -8.56
C43 -0.40 -1.59 -5.22
C44 -1.79 -1.10 -5.41
C45 -1.91 0.26 -4.70
C46 -0.84 1.37 -5.05
C47 -1.39 -4.00 -3.76
C48 -1.65 -3.07 -2.58
C49 -2.67 -3.65 -1.61
C50 -2.71 -2.84 -0.39
H77 3.41 -1.64 -1.81
H78 5.12 -2.16 -2.19
H79 4.09 -3.15 -1.13
H80 4.04 -2.96 -4.14
H81 3.72 -4.26 -3.12
H82 1.53 -3.43 -2.43
H83 1.66 -2.02 -3.13
H84 2.08 -3.25 -5.58
H85 1.61 -4.62 -4.61
H86 -0.72 -5.37 -6.28
H87 -0.03 -4.14 -7.37
H88 -2.01 -3.00 -7.65
H89 -2.87 -3.70 -6.37
H90 -2.75 -5.89 -7.55
H91 -2.09 -5.16 -8.98
H92 -4.57 -5.31 -9.10
H93 -4.05 -3.57 -9.12
H94 -4.65 -4.44 -7.64
H95 0.31 -1.29 -5.99
H96 0.14 -1.17 -4.37
H97 -2.53 -1.83 -5.07
H98 -1.88 -0.98 -6.49
H99 -1.85 -0.07 -3.66
H100 -2.93 0.63 -4.69
H101 0.18 1.12 -4.79
H102 -1.25 2.29 -4.62
H103 -0.63 1.45 -6.12
H104 -2.24 -4.14 -4.43
H105 -1.19 -5.05 -3.54
H106 -0.72 -3.14 -2.01
H107 -1.84 -2.04 -2.88
H108 -3.63 -3.51 -2.11
H109 -2.61 -4.73 -1.50
H110 -3.56 -3.08 0.24
H111 -2.72 -1.76 -0.57
H112 -1.81 -2.82 0.23

energy relative to the best compared isomer or geometry (same formula, charge and spin) = 0.00 kJ/mol
HOMO level = -0.5923 Eh
Kohn-Sham gap = 11.11 eV
total charge = +3
2S+1 = 1
calculated total energy = -3704.3697 a.u.
E_LUMO = -5.01 eV